1.
Computed, not measured: one molecule with the formula C4H6N2O at a distorted geometry, with wB97M-V/def2-TZVPD.

```
13
C4H6N2O (wB97M-V/def2-TZVPD)
C 0.896 1.392 1.267
C 0.054 2.201 0.474
C -0.648 -1.959 -1.209
C -0.343 -0.741 -0.396
N -0.433 1.937 1.608
N 0.687 -0.864 0.296
O 1.232 0.023 1.188
H 1.870 1.782 1.811
H -0.114 2.805 -0.467
H -0.512 -1.661 -2.192
H -1.753 -2.356 -1.213
H -0.024 -2.691 -0.817
H -0.912 0.133 -0.348
```

The calculation puts the orbital gap at 10.326 eV. The SMILES is C/C=N/O[C@H]1C=N1. For the energy above the lowest of the compared OMol25 structures with the same formula, charge and spin, the calculation gives 5.853 eV. As for the spin multiplicity: 1. As for the largest force on an atom: 3.84 eV/A. The calculated total energy is -340.57983 a.u.

Results of the Mulliken charge analysis, in e, for atoms 1 through 4: atom 1 (C): 0.479, atom 2 (C): -0.433, atom 3 (C): -0.910, atom 4 (C): -0.086



2.
Computed, not measured: one molecule with the formula C4H6N2O, with wB97M-V/def2-TZVPD.

```
13
C4H6N2O (wB97M-V/def2-TZVPD)
N -2.138 0.690 -0.466
C -0.856 0.139 -0.260
C -0.462 -1.171 -0.334
N 0.905 -1.209 -0.066
C 1.338 0.048 0.189
O 2.635 0.233 0.542
C 0.296 0.928 0.053
H -2.857 -0.023 -0.462
H -2.354 1.356 0.267
H -1.012 -2.072 -0.565
H 1.471 -2.034 0.038
H 2.689 1.110 0.939
H 0.347 2.008 0.112
```

The calculation puts the orbital gap at 8.182 eV. The SMILES is Nc1c[nH]c(O)c1. For the energy above the lowest of the compared OMol25 structures with the same formula, charge and spin, the calculation gives 0.955 eV. As for the spin multiplicity: 1. As for the largest force on an atom: 0.27 eV/A. The calculated total energy is -340.75983 a.u.

Results of the Mulliken charge analysis, in e, for atoms 1 through 4: atom 1 (N): -0.570, atom 2 (C): 0.832, atom 3 (C): -0.952, atom 4 (N): 0.013



3.
Computed, not measured: one molecule with the formula C4H6N2O, with wB97M-V/def2-TZVPD.

```
13
C4H6N2O (wB97M-V/def2-TZVPD)
N 1.654 1.234 0.763
C 0.584 0.754 0.295
O -0.491 1.450 -0.208
C -1.472 0.407 -0.216
C -0.669 -0.529 0.674
C 0.705 -0.764 -0.445
N -0.268 -1.736 0.084
H 1.569 2.243 0.875
H -2.385 0.743 0.283
H -1.695 0.084 -1.242
H 1.721 -0.998 -0.145
H 0.552 -0.581 -1.507
H 0.195 -2.308 0.788
```

The calculation puts the orbital gap at 8.856 eV. For the energy above the lowest of the compared OMol25 structures with the same formula, charge and spin, the calculation gives 5.651 eV. As for the spin multiplicity: 1. As for the largest force on an atom: 0.65 eV/A. The calculated total energy is -340.58724 a.u.

Results of the Mulliken charge analysis, in e, for atoms 1 through 4: atom 1 (N): -0.727, atom 2 (C): 0.668, atom 3 (O): -0.367, atom 4 (C): -0.255



4.
Computed, not measured: one molecule with the formula C4H6N2O, with wB97M-V/def2-TZVPD.

```
13
C4H6N2O (wB97M-V/def2-TZVPD)
O 0.884 2.051 0.796
C 0.675 0.963 0.329
N 1.530 -0.008 -0.061
C 0.880 -1.231 -0.497
C -0.539 -0.791 -0.520
C -1.765 1.001 0.528
N -0.673 0.394 0.087
H 2.498 0.047 0.205
H 1.077 -2.041 0.222
H 1.253 -1.556 -1.474
H -1.398 -1.293 -0.929
H -1.756 2.056 0.739
H -2.665 0.408 0.577
```

The calculation puts the orbital gap (alpha / beta) at 7.667 / 7.680 eV. For the energy above the lowest of the compared OMol25 structures with the same formula, charge and spin, the calculation gives 2.353 eV. As for the spin multiplicity: 1. As for the largest force on an atom: 0.63 eV/A. The calculated total energy is -340.70843 a.u.

Results of the Mulliken charge analysis, in e, for atoms 1 through 4: atom 1 (O): -0.557, atom 2 (C): 0.186, atom 3 (N): -0.114, atom 4 (C): -0.326



5.
Computed, not measured: one molecule with the formula C4H6N2O at a distorted geometry, with wB97M-V/def2-TZVPD.

```
13
C4H6N2O (wB97M-V/def2-TZVPD)
C -0.182 -1.604 -0.637
C 0.465 -0.520 0.151
C -0.394 1.625 -0.085
C 0.674 0.835 -0.400
N -1.318 0.837 0.558
N 1.344 -0.777 1.069
O -2.317 1.317 1.087
H 1.620 0.010 1.649
H -0.470 2.708 -0.120
H 1.626 1.179 -0.770
H -1.241 -1.378 -0.762
H 0.281 -1.676 -1.625
H -0.089 -2.556 -0.115
```

The calculation puts the orbital gap (alpha / beta) at 8.150 / 8.149 eV. The SMILES is [H]/N=C(C)\C=C/N=O. For the energy above the lowest of the compared OMol25 structures with the same formula, charge and spin, the calculation gives 4.953 eV. As for the spin multiplicity: 1. As for the largest force on an atom: 4.23 eV/A. The calculated total energy is -340.61290 a.u.

Results of the Mulliken charge analysis, in e, for atoms 1 through 4: atom 1 (C): -1.153, atom 2 (C): 1.106, atom 3 (C): -0.232, atom 4 (C): -0.586



6.
Computed, not measured: one molecule with the formula C4H6N2O, with wB97M-V/def2-TZVPD.

```
13
C4H6N2O (wB97M-V/def2-TZVPD)
C -1.196 -1.722 0.121
C -0.295 -0.544 -0.023
N 0.447 -0.266 -1.014
C 1.199 0.915 -0.584
C 0.939 1.186 0.896
O 0.529 2.106 -1.024
N -0.082 0.350 1.077
H -1.151 -2.313 -0.794
H -2.235 -1.440 0.323
H -0.847 -2.336 0.960
H 2.218 0.873 -0.981
H 1.149 2.828 -0.851
H -0.675 0.364 1.895
```

The calculation puts the orbital gap at 9.520 eV. For the energy above the lowest of the compared OMol25 structures with the same formula, charge and spin, the calculation gives 3.039 eV. As for the spin multiplicity: 1. As for the largest force on an atom: 0.82 eV/A. The calculated total energy is -340.68322 a.u.

Results of the Mulliken charge analysis, in e, for atoms 1 through 4: atom 1 (C): -1.052, atom 2 (C): 0.472, atom 3 (N): -0.581, atom 4 (C): 0.168



7.
Computed, not measured: one molecule with the formula C4H6N2O at a distorted geometry, with wB97M-V/def2-TZVPD.

```
13
C4H6N2O (wB97M-V/def2-TZVPD)
C -1.467 -0.147 0.990
C -0.038 0.250 0.644
C 0.935 0.085 -1.589
C -0.827 -0.480 -0.350
H -1.920 0.901 1.261
H -1.942 -0.813 1.691
H -0.085 1.379 0.697
H 1.910 0.008 1.376
H 1.500 0.658 -2.534
H -0.689 -1.432 -0.407
N 1.233 -0.482 0.617
N 1.799 0.072 -0.684
O -0.407 -0.001 -1.713
```

The calculation puts the orbital gap at 10.188 eV. The SMILES is C1=NN[C@@H]2C[C@H]2O1. For the energy above the lowest of the compared OMol25 structures with the same formula, charge and spin, the calculation gives 6.789 eV. As for the spin multiplicity: 1. As for the largest force on an atom: 6.54 eV/A. The calculated total energy is -340.54541 a.u.

Results of the Mulliken charge analysis, in e, for atoms 1 through 4: atom 1 (C): -0.658, atom 2 (C): 0.055, atom 3 (C): 0.075, atom 4 (C): 0.019



8.
Computed, not measured: one molecule with the formula C4H6N2O at a distorted geometry, with wB97M-V/def2-TZVPD.

```
13
C4H6N2O (wB97M-V/def2-TZVPD)
C 0.610 1.297 -0.304
C 0.822 -1.468 -0.208
C -1.338 -0.312 0.713
C -0.719 0.593 -0.328
H 0.570 2.183 0.281
H 0.798 1.429 -1.464
H 0.877 -2.383 -0.601
H -2.242 -0.673 0.744
H -0.803 -0.172 1.689
H -1.482 0.692 -1.080
N 1.899 -0.802 0.151
N -0.445 -1.014 -0.250
O 1.455 0.629 0.657
```

The calculation puts the orbital gap at 10.183 eV. The SMILES is C1=NOC[C@@H]2CN12. For the energy above the lowest of the compared OMol25 structures with the same formula, charge and spin, the calculation gives 6.073 eV. As for the spin multiplicity: 1. As for the largest force on an atom: 9.15 eV/A. The calculated total energy is -340.57172 a.u.

Results of the Mulliken charge analysis, in e, for atoms 1 through 4: atom 1 (C): -0.427, atom 2 (C): 0.055, atom 3 (C): -0.438, atom 4 (C): -0.023



9.
Computed, not measured: one molecule with the formula C4H6N2O at a distorted geometry, with wB97M-V/def2-TZVPD.

```
13
C4H6N2O (wB97M-V/def2-TZVPD)
C 1.055 0.129 -1.505
C -0.454 0.012 -1.072
C 1.859 0.053 0.675
C -1.729 -0.169 0.947
N 1.913 0.107 -0.610
N -0.522 -0.214 0.192
O -1.260 0.157 -1.982
H 1.299 0.278 -2.546
H 2.241 -0.822 1.176
H 1.726 0.952 1.258
H -1.966 -1.168 1.325
H -1.598 0.493 1.804
H -2.564 0.192 0.338
```

The calculation puts the orbital gap (alpha / beta) at 6.885 / 7.069 eV. For the energy above the lowest of the compared OMol25 structures with the same formula, charge and spin, the calculation gives 0.486 eV. As for the spin multiplicity: 3. As for the largest force on an atom: 5.96 eV/A. The calculated total energy is -340.58102 a.u.

Results of the Mulliken charge analysis, in e, for atoms 1 through 4: atom 1 (C): -0.242, atom 2 (C): 0.697, atom 3 (C): -0.533, atom 4 (C): -0.815



10.
Computed, not measured: one molecule with the formula C4H6N2O2 at a distorted geometry, with wB97M-V/def2-TZVPD.

```
14
C4H6N2O2 (wB97M-V/def2-TZVPD)
C 0.381 -0.127 1.473
C -0.741 0.892 0.646
N 1.641 -0.137 1.021
C -0.742 -0.008 -0.399
C 0.113 -0.428 -2.496
O -1.895 0.982 1.324
N 0.312 -0.044 -1.303
O 0.021 -0.414 2.591
H -1.662 1.241 2.234
H 2.380 -0.426 1.641
H 1.802 0.085 0.049
H -1.703 -0.425 -0.723
H -0.877 -0.640 -2.907
H 0.968 -0.549 -3.152
```

The calculation puts the orbital gap (alpha / beta) at 8.508 / 8.507 eV. The SMILES is C=N/C=C(/O)C(N)=O. For the energy above the lowest of the compared OMol25 structures with the same formula, charge and spin, the calculation gives 3.680 eV. As for the spin multiplicity: 1. As for the largest force on an atom: 4.37 eV/A. The calculated total energy is -415.90537 a.u.

Results of the Mulliken charge analysis, in e, for atoms 1 through 4: atom 1 (C): 0.437, atom 2 (C): -0.010, atom 3 (N): -0.305, atom 4 (C): -0.104



11.
Computed, not measured: C4H6N2O2 as an isolated structure at a distorted geometry, with wB97M-V/def2-TZVPD.

```
14
C4H6N2O2 (wB97M-V/def2-TZVPD)
C 1.741 -0.313 0.054
C 1.015 0.894 -0.528
C -0.210 1.495 -0.253
C -1.238 0.837 0.597
H 1.235 -2.151 0.976
H 0.073 -1.413 -0.716
H 1.771 1.460 -1.049
H -0.446 2.476 -0.765
H -1.364 1.417 1.545
H -2.297 -1.925 -0.203
N 0.944 -1.379 -0.082
N -2.133 -0.158 0.571
O 2.839 -0.209 0.411
O -1.929 -1.030 -0.558
```

The calculation puts the orbital gap at 10.226 eV. For the energy above the lowest of the compared OMol25 structures with the same formula, charge and spin, the calculation gives 5.388 eV. As for the spin multiplicity: 1. As for the largest force on an atom: 6.56 eV/A. The calculated total energy is -415.84263 a.u.

Results of the Mulliken charge analysis, in e, for atoms 1 through 4: atom 1 (C): 0.468, atom 2 (C): -0.352, atom 3 (C): -0.266, atom 4 (C): -0.068



12.
Computed, not measured: C4H6N2O2 as an isolated structure at a distorted geometry, with wB97M-V/def2-TZVPD.

```
14
C4H6N2O2 (wB97M-V/def2-TZVPD)
C 0.116 -1.732 -0.640
C -0.443 -0.526 -1.560
C -0.596 0.737 -0.862
C 0.133 0.618 0.501
H -0.131 -0.581 2.253
H -0.674 -2.202 -0.114
H 0.871 -2.340 -1.013
H -1.413 -0.957 -1.917
H 0.327 -0.227 -2.192
H 0.844 1.321 2.246
N 0.839 -0.620 0.406
N 0.220 1.538 1.349
O 0.859 -1.170 1.765
O -1.171 1.667 -1.289
```

The calculation puts the orbital gap at 9.549 eV. For the energy above the lowest of the compared OMol25 structures with the same formula, charge and spin, the calculation gives 5.546 eV. As for the spin multiplicity: 1. As for the largest force on an atom: 7.39 eV/A. The calculated total energy is -415.83679 a.u.

Results of the Mulliken charge analysis, in e, for atoms 1 through 4: atom 1 (C): -0.473, atom 2 (C): -0.378, atom 3 (C): 0.314, atom 4 (C): 0.282